A single C3H6N2O molecule in a non-equilibrium geometry. Source: OMol25; level of theory: the ωB97M-V functional and the def2-TZVPD basis.

XYZ file:
```
12
Properties=species:S:1:pos:R:3:forces:R:3:mulliken_charge:R:1
C 1.47193 0.26723 0.11959 -0.03 -2.49 0.26 0.67
C 2.51985 -0.53491 0.57369 -0.33 1.98 0.56 -0.71
C -1.47728 0.64002 0.69312 0.63 2.76 0.50 -0.62
N 0.50148 -0.75797 0.04569 -0.08 0.02 -0.40 -0.42
N -0.71950 -0.54506 0.36286 -0.89 -1.44 -0.23 0.09
O 1.29697 1.44838 0.10644 -0.53 2.90 -0.24 -0.66
H 3.16122 -0.06109 1.29177 0.61 -0.21 0.12 0.27
H 2.61143 -1.48871 0.19923 0.41 -1.89 -0.37 0.33
H -0.65303 1.51463 0.73505 -2.21 -1.89 0.64 0.31
H -2.24069 1.01072 -0.04215 0.96 -0.89 -0.19 0.23
H -2.15293 0.38265 1.56276 1.35 0.67 -0.34 0.24
H -1.21672 -1.43036 0.49242 0.12 0.48 -0.31 0.26
```
Forces are in eV/Å.

Computed properties:
- molar mass (g mol⁻¹) = 86.09
- lowest unoccupied orbital energy (spin up / spin down) (eV) = -0.1 / -0.2
- frontier orbital gap (spin up / spin down) (eV) = 8.07 / 7.69
- ΔE to the lowest compared entry with this formula, charge and spin (kJ/mol) = 453.0
- highest occupied orbital energy (spin up / spin down) (eV) = -8.18 / -7.91
- total energy (eV) = -8232.0035